Record 1
Below is a structure of composition C32H34N3O3PtS, with properties calculated with the ωB97M-V functional and the def2-TZVPD basis.

The calculation puts the total energy at -2147.02781 Eh. The orbital gap is 0.2768 Eh. As for the multiplicity: 1. The value obtained for the highest occupied orbital energy is -11.316 eV. Its total charge is +1.

Structure (XYZ):
```
74
C32H34N3O3PtS, DFT the ωB97M-V functional and the def2-TZVPD basis
Pt 0.036 0.026 -0.095
C 2.786 2.387 0.255
C 2.159 2.860 -1.025
C 2.914 3.488 -2.010
C 2.332 3.916 -3.193
C 0.980 3.714 -3.417
C 0.184 3.094 -2.460
C -1.277 2.837 -2.716
C 0.798 2.697 -1.275
N -0.004 2.024 -0.287
C -0.784 2.673 0.498
C -0.919 4.155 0.548
C -1.590 1.800 1.392
C -2.621 2.410 2.278
N -1.360 0.540 1.261
C -2.124 -0.399 2.050
C -1.827 -0.531 3.403
C -0.676 0.195 4.041
C -2.600 -1.417 4.142
C -3.616 -2.145 3.543
C -3.867 -2.006 2.188
C -3.121 -1.128 1.410
C -3.414 -0.965 -0.057
H 3.871 2.425 0.183
H 2.496 1.360 0.485
H 2.486 3.010 1.101
H 3.972 3.644 -1.838
H 2.937 4.401 -3.948
H 0.528 4.038 -4.347
H -1.486 2.875 -3.784
H -1.909 3.589 -2.237
H -1.585 1.858 -2.344
H -0.147 4.640 -0.044
H -0.857 4.505 1.579
H -1.897 4.455 0.164
H -3.251 3.082 1.693
H -2.144 3.009 3.056
H -3.242 1.653 2.749
H 0.143 0.345 3.336
H -0.290 -0.384 4.878
H -0.975 1.171 4.433
H -2.384 -1.551 5.194
H -4.202 -2.838 4.132
H -4.649 -2.588 1.718
H -4.018 -1.796 -0.415
H -2.500 -0.932 -0.653
H -3.967 -0.043 -0.252
O 0.166 -2.167 2.081
N 0.085 -2.735 1.040
O 0.175 -1.955 -0.035
O 1.415 -0.161 -1.594
S 1.817 -1.488 -2.279
C 3.579 -1.516 -2.108
C 4.309 -0.337 -2.200
C 5.683 -0.401 -2.060
C 6.307 -1.627 -1.841
C 5.564 -2.792 -1.752
C 4.181 -2.742 -1.878
C 1.682 -1.068 -4.009
C 2.093 -2.012 -4.940
C 1.979 -1.713 -6.286
C 1.455 -0.489 -6.687
C 1.045 0.438 -5.742
C 1.153 0.153 -4.387
H 3.803 0.605 -2.376
H 6.275 0.502 -2.130
H 7.383 -1.668 -1.735
H 6.054 -3.739 -1.574
H 3.582 -3.640 -1.789
H 2.502 -2.964 -4.622
H 2.300 -2.434 -7.025
H 1.366 -0.262 -7.741
H 0.639 1.390 -6.057
H 0.850 0.867 -3.635
```

Atomic partial charges in e from the Mulliken method, atoms 1 to 5: number 1, Pt, carries 0.223; number 2, C, carries -1.273; number 3, C, carries 1.192; number 4, C, carries -0.806; number 5, C, carries -1.060


Record 2
Below is a structure of composition C16H20Cl3F6NO9PS2Ti in a non-equilibrium geometry, with properties calculated with the ωB97M-V functional and the def2-TZVPD basis.

The calculation puts the total energy at -5320.58260 Eh. The orbital gap is 0.2828 Eh. As for the multiplicity: 1. The value obtained for the highest occupied orbital energy is -11.955 eV. Its total charge is +1.

Structure (XYZ):
```
59
C16H20Cl3F6NO9PS2Ti, DFT the ωB97M-V functional and the def2-TZVPD basis
Ti 0.124 0.035 -0.302
F 2.906 -1.853 -3.128
C 1.754 -1.492 -2.625
F 1.813 -1.615 -1.262
F 0.796 -2.273 -3.071
S 1.349 0.288 -3.090
O 0.208 0.556 -2.180
O 1.097 0.268 -4.476
N 2.559 1.161 -2.602
S 2.259 1.804 -1.188
O 1.319 2.870 -1.138
O 1.937 0.706 -0.231
C 3.943 2.362 -0.629
F 4.404 3.289 -1.430
F 3.803 2.830 0.596
F 4.725 1.294 -0.634
Cl -0.401 0.430 6.836
C -0.192 0.058 5.173
C -0.052 -1.266 4.779
C 0.127 -1.556 3.438
Cl 0.347 -3.166 2.879
C 0.144 -0.536 2.488
O 0.298 -0.780 1.178
C 0.010 0.785 2.921
Cl 0.097 1.984 1.662
C -0.155 1.097 4.251
H -0.067 -2.061 5.509
H -0.250 2.124 4.573
C -4.901 -0.605 -3.388
C -3.456 -0.305 -3.027
C -3.162 1.181 -3.162
C -2.503 -1.163 -3.844
O -3.379 -0.696 -1.589
P -2.224 -0.705 -0.568
O -1.609 0.682 -0.219
O -0.925 -1.426 -0.997
O -2.805 -1.223 0.772
C -3.582 -2.481 0.992
C -2.950 -3.625 0.214
C -5.028 -2.238 0.582
C -3.491 -2.711 2.490
H -5.080 -0.334 -4.427
H -5.575 -0.030 -2.753
H -5.119 -1.666 -3.262
H -3.223 1.468 -4.211
H -2.164 1.415 -2.801
H -3.888 1.763 -2.596
H -2.683 -0.992 -4.904
H -2.662 -2.221 -3.633
H -1.470 -0.909 -3.625
H -3.003 -3.442 -0.862
H -3.483 -4.548 0.433
H -1.902 -3.747 0.489
H -5.126 -2.145 -0.498
H -5.398 -1.324 1.047
H -5.646 -3.070 0.917
H -2.457 -2.853 2.800
H -4.066 -3.598 2.749
H -3.903 -1.855 3.027
```

Atomic partial charges in e from the Mulliken method, atoms 1 to 5: number 1, Ti, carries -0.354; number 2, F, carries -0.212; number 3, C, carries 0.857; number 4, F, carries -0.154; number 5, F, carries -0.177


Record 3
Below is the molecule C5H8N2 in a non-equilibrium geometry, with properties calculated with the ωB97M-V functional and the def2-TZVPD basis.

The calculation puts the total energy at -304.65156 Eh. The orbital gap (spin up / spin down) is 0.3070 / 0.2836 Eh. As for the multiplicity: 1. The value obtained for the highest occupied orbital energy (spin up / spin down) is -8.480 / -7.792 eV.

Structure (XYZ):
```
15
C5H8N2, DFT the ωB97M-V functional and the def2-TZVPD basis
N 2.053 -0.658 -0.081
C 0.794 -0.140 0.355
C 0.423 1.366 0.408
N 0.770 2.521 0.529
C -0.431 -0.432 -0.540
C -1.080 1.198 0.180
C -1.295 -1.478 -0.352
H 2.766 -0.511 0.625
H 2.362 -0.205 -0.934
H 0.584 -0.527 1.362
H -0.284 -0.107 -1.573
H -1.643 1.036 1.106
H -1.598 1.847 -0.527
H -1.892 -1.871 -1.171
H -1.403 -1.958 0.617
```

Atomic partial charges in e from the Mulliken method, atoms 1 to 5: number 1, N, carries -0.598; number 2, C, carries 0.150; number 3, C, carries 0.256; number 4, N, carries -0.613; number 5, C, carries -0.018


Record 4
Below is a cluster of 2 separate species, C5H14 in total in a non-equilibrium geometry, with properties calculated with the ωB97M-V functional and the def2-TZVPD basis.

The calculation puts the total energy at -198.82808 Eh. The orbital gap is 0.4359 Eh. As for the multiplicity: 1. The value obtained for the highest occupied orbital energy is -10.709 eV. The SMILES is CCC.CC.

Structure (XYZ):
```
19
C5H14, DFT the ωB97M-V functional and the def2-TZVPD basis
C 2.521 0.758 1.315
C 1.071 0.590 1.160
C 0.652 1.040 -0.214
H 3.169 -0.060 0.900
H 2.918 1.821 1.130
H 2.693 0.783 2.446
H 0.464 1.195 1.971
H 0.580 -0.375 1.179
H 1.324 1.780 -0.751
H -0.531 1.423 -0.234
H 0.516 0.145 -0.800
C -1.444 -1.775 -1.114
C -2.405 -0.537 -0.835
H -0.390 -1.422 -0.990
H -1.566 -2.722 -0.557
H -1.625 -2.064 -2.215
H -2.046 0.385 -1.405
H -3.381 -0.717 -1.137
H -2.521 -0.246 0.149
```

Atomic partial charges in e from the Mulliken method, atoms 1 to 5: number 1, C, carries -1.082; number 2, C, carries -0.159; number 3, C, carries -0.720; number 4, H, carries 0.291; number 5, H, carries 0.297


Record 5
Below is a cluster of 5 separate species, C11H35O14P3 in total in a non-equilibrium geometry, with properties calculated with the ωB97M-V functional and the def2-TZVPD basis.

The calculation puts the total energy at -2517.69994 Eh. The orbital gap is 0.3896 Eh. As for the multiplicity: 1. The value obtained for the highest occupied orbital energy is -10.468 eV. The SMILES is COP(=O)(OC)OC.COP(=O)(OC)OC.COP(=O)(OC)OC.CO.CO.

Structure (XYZ):
```
63
C11H35O14P3, DFT the ωB97M-V functional and the def2-TZVPD basis
C 3.905 5.103 3.113
O 3.225 3.827 3.344
P 2.521 3.522 4.779
O 3.356 3.677 6.014
O 1.216 4.523 4.696
C 0.184 4.217 3.752
O 1.918 2.029 4.561
C 2.833 0.924 4.616
H 4.978 4.942 3.213
H 3.595 5.769 3.917
H 3.691 5.588 2.161
H 0.018 5.087 3.117
H -0.728 4.046 4.322
H 0.483 3.364 3.142
H 2.624 0.201 5.404
H 3.876 1.237 4.673
H 2.737 0.355 3.692
C -8.324 2.896 -2.867
O -8.083 3.879 -1.867
P -7.205 3.528 -0.544
O -7.245 4.623 0.450
O -5.688 3.163 -1.053
C -4.967 4.155 -1.789
O -7.798 2.024 -0.041
C -7.309 1.342 1.098
H -8.359 3.397 -3.834
H -9.221 2.277 -2.833
H -7.524 2.176 -3.039
H -3.885 4.025 -1.750
H -5.117 5.081 -1.233
H -5.358 4.250 -2.801
H -6.418 1.734 1.588
H -7.092 0.286 0.937
H -8.075 1.480 1.861
C 6.649 -4.170 0.700
O 6.394 -3.088 -0.212
P 6.312 -3.347 -1.800
O 7.297 -4.277 -2.296
O 6.335 -1.896 -2.463
C 5.476 -0.866 -2.052
O 4.779 -3.867 -1.930
C 4.359 -4.474 -3.179
H 7.589 -3.969 1.213
H 6.651 -5.209 0.371
H 5.770 -4.152 1.346
H 5.172 -0.886 -1.005
H 4.616 -0.828 -2.719
H 6.094 0.029 -2.130
H 5.179 -4.662 -3.872
H 3.753 -3.723 -3.684
H 3.829 -5.404 -2.971
C -2.820 -7.791 -3.094
O -2.042 -7.086 -2.129
H -2.294 -7.703 -4.044
H -2.885 -8.850 -2.842
H -3.802 -7.328 -3.191
H -2.517 -7.012 -1.298
C -0.445 -1.093 -1.083
O -0.416 -1.737 -2.264
H 0.434 -1.451 -0.548
H -0.378 -0.008 -1.165
H -1.322 -1.225 -0.448
H -0.530 -2.656 -2.011
```

Atomic partial charges in e from the Mulliken method, atoms 1 to 5: number 1, C, carries -0.656; number 2, O, carries -0.251; number 3, P, carries 0.998; number 4, O, carries -0.664; number 5, O, carries -0.356


Record 6
Below is a cluster of 3 separate species, CH7O3 in total in a non-equilibrium geometry, with properties calculated with the ωB97M-V functional and the def2-TZVPD basis.

The calculation puts the total energy at -268.03250 Eh. The orbital gap is 0.3032 Eh. As for the multiplicity: 1. The value obtained for the highest occupied orbital energy is -3.802 eV. Its total charge is -1.

Structure (XYZ):
```
11
CH7O3, DFT the ωB97M-V functional and the def2-TZVPD basis
C 0.258 1.357 -0.017
O 0.139 -0.002 -0.219
H 1.169 1.675 0.525
H 0.396 1.905 -0.979
H -0.655 1.769 0.445
H 0.829 -0.596 1.064
H 1.832 0.054 1.975
O 1.478 -0.837 1.838
H -1.650 -0.567 -2.526
H -1.176 -0.261 -1.064
O -1.934 -0.685 -1.622
```

Atomic partial charges in e from the Mulliken method, atoms 1 to 5: number 1, C, carries -0.672; number 2, O, carries -0.957; number 3, H, carries 0.250; number 4, H, carries 0.193; number 5, H, carries 0.212


Record 7
Below is a structure of composition C25H18AlAsNO4S, with properties calculated with the ωB97M-V functional and the def2-TZVPD basis.

The calculation puts the total energy at -4195.38945 Eh. The orbital gap is 0.2525 Eh. As for the multiplicity: 1. The value obtained for the highest occupied orbital energy is -11.346 eV. Its total charge is +1.

Structure (XYZ):
```
51
C25H18AlAsNO4S, DFT the ωB97M-V functional and the def2-TZVPD basis
Al 0.027 -0.074 -0.109
O -1.357 0.933 0.611
C -2.389 0.542 1.230
C -2.738 -0.798 1.459
C -3.930 -1.116 2.142
C -4.249 -2.425 2.339
C -3.418 -3.462 1.882
C -2.252 -3.177 1.219
C -1.883 -1.844 0.994
O -0.777 -1.553 0.369
N -5.495 -2.760 3.049
O -6.185 -1.833 3.424
O -5.740 -3.937 3.205
H -3.052 1.317 1.619
H -4.594 -0.343 2.507
H -3.723 -4.482 2.068
H -1.602 -3.964 0.861
S 1.612 -1.140 -1.206
C 2.786 0.068 -1.793
C 3.874 -0.432 -2.501
C 4.825 0.427 -3.024
C 4.699 1.798 -2.846
C 3.620 2.298 -2.138
C 2.657 1.445 -1.603
As 1.138 2.143 -0.635
C -0.169 2.353 -2.068
C 0.088 1.915 -3.365
C -0.868 2.086 -4.355
C -2.078 2.695 -4.056
C -2.343 3.127 -2.762
C -1.396 2.948 -1.768
C 1.711 3.958 -0.233
C 1.240 5.041 -0.960
C 1.743 6.307 -0.690
C 2.701 6.481 0.298
C 3.166 5.391 1.022
C 2.669 4.125 0.763
H 3.958 -1.502 -2.640
H 5.663 0.021 -3.576
H 5.438 2.472 -3.257
H 3.524 3.367 -1.998
H 1.037 1.449 -3.601
H -0.662 1.749 -5.362
H -2.818 2.837 -4.833
H -3.286 3.605 -2.531
H -1.595 3.284 -0.756
H 0.503 4.902 -1.739
H 1.386 7.156 -1.257
H 3.087 7.469 0.506
H 3.917 5.527 1.789
H 3.029 3.266 1.316
```

Atomic partial charges in e from the Mulliken method, atoms 1 to 5: number 1, Al, carries 0.618; number 2, O, carries -0.445; number 3, C, carries 0.041; number 4, C, carries 0.875; number 5, C, carries -0.579


Record 8
Below is a cluster of 2 separate species, C3H7O in total, with properties calculated with the ωB97M-V functional and the def2-TZVPD basis.

The calculation puts the total energy at -193.66931 Eh. The orbital gap is 0.2371 Eh. As for the multiplicity: 1. The value obtained for the highest occupied orbital energy is -1.903 eV. Its total charge is -1.

Structure (XYZ):
```
11
C3H7O, DFT the ωB97M-V functional and the def2-TZVPD basis
C -1.312 -0.846 1.426
O -0.057 -0.370 1.244
H -1.466 -1.428 2.369
H -2.095 -0.041 1.436
H -1.648 -1.556 0.622
C 1.160 0.768 -0.843
C 0.526 0.625 -2.004
H 2.048 0.201 -0.586
H 0.805 1.382 -0.032
H 0.919 0.011 -2.805
H -0.441 1.102 -2.123
```

Atomic partial charges in e from the Mulliken method, atoms 1 to 5: number 1, C, carries -0.638; number 2, O, carries -0.778; number 3, H, carries 0.167; number 4, H, carries 0.147; number 5, H, carries 0.157


> Which formula does entry 5 have?

C11H35O14P3